1.
Here is a molecular structure, C37H50ClN4O3P2S5Ti at a distorted geometry from the OMol25 dataset. Energies are from ωB97M-V with the def2-TZVPD basis set.

The geometry in XYZ format:
```
103
Properties=species:S:1:pos:R:3:forces:R:3
Ti -1.276 -0.127 -0.747 -0.27 0.19 -1.12
C 2.792 2.922 3.643 0.04 0.00 0.02
C 2.780 2.607 2.150 0.02 0.01 -0.02
C 3.681 3.601 1.410 0.03 -0.02 -0.04
P 1.133 2.463 1.255 -0.09 0.01 0.12
C 0.391 4.152 1.613 -0.08 0.03 -0.03
C -0.285 4.540 2.928 -0.01 -0.05 -0.02
C -0.522 4.568 0.453 0.07 0.03 0.04
C 0.398 1.111 2.280 -0.02 -0.11 -0.16
C -0.009 1.327 3.597 0.07 -0.04 0.04
C -0.413 0.316 4.456 0.02 0.04 0.00
C -0.873 0.617 5.855 -0.01 0.02 0.01
C -0.368 -0.980 3.971 -0.01 -0.05 0.00
C -0.005 -1.225 2.661 -0.13 0.00 0.02
C 0.327 -0.210 1.766 0.10 0.18 -0.10
N 0.440 -0.493 0.360 -0.26 0.15 0.33
C 1.339 -1.458 -0.111 0.05 0.24 -0.02
C 2.103 -2.307 0.698 -0.02 -0.03 0.06
C 2.864 -3.336 0.156 -0.03 0.02 -0.01
C 2.940 -3.553 -1.211 0.00 0.03 0.04
C 3.697 -4.712 -1.799 0.01 -0.01 -0.02
C 2.319 -2.607 -2.025 0.03 0.00 -0.05
C 1.561 -1.567 -1.516 0.01 0.05 0.07
P 1.076 -0.069 -2.444 -0.01 -0.45 0.26
C 2.768 0.718 -2.500 -0.09 0.28 -0.09
C 3.312 0.862 -1.086 0.07 -0.09 0.09
C 3.804 0.021 -3.380 0.02 0.02 -0.04
C 0.791 -0.404 -4.247 0.04 -0.04 -0.04
C 0.969 0.925 -4.998 0.01 0.02 0.01
C -0.593 -0.961 -4.579 -0.03 0.03 -0.01
H 3.810 2.827 4.036 0.01 0.01 -0.02
H 2.471 3.948 3.832 -0.02 0.01 -0.01
H 2.154 2.248 4.213 0.06 0.00 0.01
H 3.203 1.606 2.026 0.00 -0.08 -0.10
H 3.432 4.629 1.683 0.00 0.00 -0.01
H 4.730 3.443 1.674 0.00 0.01 0.02
H 3.586 3.513 0.326 0.01 -0.03 0.00
H 1.301 4.759 1.523 0.01 -0.01 0.00
H -1.248 4.038 3.031 -0.01 -0.08 0.05
H 0.318 4.331 3.810 0.00 0.01 0.00
H -0.485 5.615 2.914 0.00 -0.01 0.00
H -1.493 4.082 0.526 -0.11 -0.15 -0.01
H -0.694 5.648 0.484 0.00 0.00 0.01
H -0.096 4.310 -0.515 0.01 -0.02 -0.03
H -0.003 2.331 3.985 -0.05 0.09 0.00
H -0.906 1.692 6.032 0.00 0.00 0.00
H -1.876 0.221 6.030 -0.01 0.00 -0.02
H -0.209 0.172 6.599 0.00 -0.01 0.00
H -0.662 -1.813 4.602 0.01 0.01 0.00
H -0.045 -2.233 2.303 -0.03 -0.28 -0.17
H 2.102 -2.177 1.770 -0.08 -0.01 0.03
H 3.400 -3.994 0.832 0.00 -0.01 0.00
H 4.073 -5.370 -1.015 0.01 0.01 0.01
H 3.058 -5.309 -2.452 -0.01 0.00 0.01
H 4.552 -4.377 -2.392 0.00 0.01 -0.01
H 2.446 -2.683 -3.102 0.01 0.00 0.00
H 2.588 1.723 -2.896 -0.01 -0.01 0.03
H 3.703 -0.092 -0.722 0.02 0.00 -0.01
H 4.121 1.595 -1.062 0.05 0.00 -0.01
H 2.527 1.187 -0.408 0.05 0.08 0.07
H 4.016 -0.982 -3.008 0.00 0.01 0.01
H 3.509 -0.055 -4.426 0.01 -0.02 0.00
H 4.739 0.587 -3.340 0.00 0.00 0.00
H 1.555 -1.110 -4.589 -0.02 0.00 -0.04
H 0.317 1.692 -4.576 -0.02 -0.01 0.00
H 1.992 1.297 -4.976 -0.02 0.01 0.00
H 0.687 0.787 -6.044 0.01 -0.01 0.00
H -1.387 -0.402 -4.081 0.02 0.02 0.00
H -0.755 -0.890 -5.657 0.00 -0.02 0.00
H -0.690 -2.004 -4.303 -0.01 -0.01 0.00
O -5.722 4.238 -4.173 -0.01 0.01 0.00
C -4.976 3.468 -3.622 0.01 0.00 -0.02
S -3.259 3.797 -3.334 -0.04 0.02 0.02
C -2.894 2.274 -2.548 0.02 0.11 0.19
C -3.897 1.395 -2.396 -0.04 -0.06 0.17
S -3.693 -0.198 -1.752 0.29 -0.01 0.03
S -5.469 1.888 -2.996 0.00 0.03 0.01
S -1.249 1.901 -2.141 0.15 -0.40 0.03
Cl -0.761 -5.457 -2.063 0.00 -0.04 -0.14
C -0.916 -3.838 -2.806 0.01 -0.12 -0.04
C -1.784 -2.888 -1.980 0.13 0.23 -0.04
O -2.913 -3.175 -1.684 -0.07 -0.07 -0.06
O -1.167 -1.755 -1.702 0.01 -0.65 -0.20
H -1.402 -3.991 -3.768 0.02 0.01 0.00
H 0.088 -3.455 -2.933 0.01 0.01 0.02
S -3.648 1.919 2.787 0.06 -0.01 -0.05
C -2.752 1.402 1.553 0.02 0.27 0.02
N -2.120 1.017 0.641 -0.03 0.27 0.64
C -5.693 -1.865 2.441 -0.01 0.00 0.02
C -4.345 -2.185 1.895 -0.04 0.01 -0.01
C -3.542 -3.299 1.991 0.04 0.02 0.01
C -2.394 -3.001 1.235 0.01 -0.06 -0.18
N -2.473 -1.770 0.739 -0.16 0.21 -0.11
N -3.671 -1.309 1.143 0.06 0.03 0.17
C -1.313 -3.963 0.874 0.07 0.09 0.15
H -6.069 -2.703 3.026 0.00 -0.01 0.00
H -6.403 -1.663 1.637 0.00 0.00 -0.01
H -5.649 -0.982 3.081 0.00 0.01 0.00
H -3.759 -4.217 2.512 -0.01 -0.01 0.00
H -4.008 -0.443 0.745 0.02 -0.06 0.03
H -1.754 -4.811 0.350 0.00 0.07 0.05
H -0.801 -4.352 1.757 0.05 0.04 0.03
H -0.574 -3.514 0.212 0.07 0.05 0.11
```
Forces are in eV/Å.

HOMO-LUMO gap, hartree: 0.233
Total charge: -1
Relative energy (zero: lowest compared OMol25 entry of this formula, charge and spin), kcal/mol: 21.54
E_LUMO, eV: 2.0

Results of the Mulliken charge analysis, in e, for atoms 1 through 4: -1.16 -1.50 0.65 -1.62

=====

2.
Here is a molecular structure, C37H51AsBrNO4PdS3Si3 at a distorted geometry from the OMol25 dataset. Energies are from ωB97M-V with the def2-TZVPD basis set.

The geometry in XYZ format:
```
102
Properties=species:S:1:pos:R:3:forces:R:3
Pd -0.064 -0.208 0.423 -0.40 0.66 0.89
C -0.516 -2.146 6.175 0.03 0.15 0.08
C -0.662 -1.382 4.901 -0.09 -0.13 -0.17
C -0.187 -0.075 4.791 -0.05 0.08 -0.22
C -0.274 0.623 3.600 -0.24 -0.01 -0.10
C -0.862 -0.041 2.520 0.44 -0.68 0.28
Br 1.376 1.964 0.481 0.56 0.31 0.19
N -1.315 -1.253 2.649 -0.22 0.44 -1.04
C -1.246 -1.945 3.773 0.27 0.37 0.64
H -1.004 -1.609 6.986 -0.04 -0.10 0.13
H 0.541 -2.236 6.425 0.03 -0.11 0.13
H -0.949 -3.139 6.092 -0.02 -0.07 0.07
H 0.295 0.391 5.639 -0.02 0.05 0.18
H 0.115 1.628 3.516 0.02 0.04 -0.05
H -1.637 -2.953 3.768 -0.06 -0.12 0.05
C -1.453 1.867 -6.515 -0.24 0.23 -0.04
O -0.445 0.875 -6.518 0.29 -0.22 -0.11
C -0.179 0.171 -5.420 0.09 -0.33 0.41
C 0.778 -0.850 -5.558 -0.02 0.16 -0.15
C 1.133 -1.614 -4.483 -0.19 0.14 0.17
C 0.546 -1.438 -3.215 -0.28 0.34 0.22
C 0.922 -2.262 -2.072 -0.11 0.01 0.03
C 1.735 -3.501 -2.321 0.02 -0.08 0.21
O 0.589 -1.994 -0.915 0.27 -0.51 -0.22
C -0.445 -0.442 -3.094 -0.01 -0.10 0.15
O -1.124 -0.265 -1.919 -0.01 -0.41 -1.13
C -0.779 0.362 -4.175 -0.16 0.22 -0.27
H -1.503 2.230 -7.539 -0.03 0.00 0.12
H -1.196 2.698 -5.852 0.00 -0.05 0.04
H -2.422 1.445 -6.233 0.04 0.01 0.02
H 1.223 -1.011 -6.525 0.09 0.02 -0.16
H 1.888 -2.368 -4.620 0.12 -0.18 -0.03
H 2.703 -3.254 -2.748 0.06 -0.01 -0.15
H 1.208 -4.166 -3.001 0.03 -0.06 -0.15
H 1.904 -4.018 -1.379 0.00 0.01 0.00
H -1.514 1.139 -4.026 -0.08 0.01 -0.01
C 1.020 3.112 -3.163 -0.45 0.16 0.57
Si -0.273 3.943 -2.026 0.11 -0.01 0.02
C 0.528 5.386 -1.072 -0.36 -0.60 -0.30
C -1.847 4.509 -2.958 0.59 -0.33 0.53
As -0.885 2.198 -0.238 -0.36 1.35 -0.23
Si -2.777 -0.688 -1.801 -0.56 0.02 0.45
C -3.819 0.881 -2.136 0.53 -0.71 0.09
C -2.946 -1.169 0.024 0.07 0.25 -0.83
C -3.123 -2.148 -2.967 0.22 0.71 0.44
Si -1.921 3.647 1.506 -0.37 -0.01 -0.29
C -0.594 4.599 2.486 -0.43 -0.54 -0.38
C -3.040 2.424 2.446 0.58 0.35 -0.25
C -3.041 4.787 0.451 0.58 -0.43 0.35
H 2.020 3.436 -2.888 0.12 0.07 0.14
H 0.874 3.391 -4.203 -0.15 0.09 -0.16
H 0.991 2.026 -3.104 -0.02 -0.05 0.02
H 1.098 6.007 -1.759 0.09 0.04 -0.21
H 1.218 5.019 -0.317 0.10 -0.07 0.08
H -0.202 6.031 -0.592 -0.16 0.01 0.09
H -1.566 5.034 -3.867 0.19 0.03 -0.17
H -2.422 5.209 -2.360 -0.06 0.05 0.15
H -2.504 3.689 -3.235 -0.06 -0.18 -0.04
H -3.610 1.673 -1.410 0.04 -0.09 0.06
H -4.868 0.623 -2.047 -0.31 -0.03 0.08
H -3.684 1.297 -3.129 0.08 0.02 -0.24
H -2.812 -0.312 0.692 0.00 -0.11 -0.13
H -2.233 -1.950 0.306 -0.09 0.08 -0.03
H -3.941 -1.555 0.214 -0.28 -0.15 0.02
H -2.746 -1.979 -3.973 0.04 0.07 -0.13
H -4.189 -2.332 -3.042 -0.23 0.02 0.02
H -2.666 -3.059 -2.586 0.12 -0.06 0.10
H 0.070 3.932 3.027 0.07 -0.17 0.09
H -1.064 5.254 3.212 -0.19 0.11 0.13
H 0.026 5.212 1.838 -0.03 0.05 -0.18
H -2.522 1.491 2.658 -0.08 0.10 -0.02
H -3.916 2.189 1.844 -0.07 0.05 -0.16
H -3.391 2.822 3.392 -0.06 0.22 0.18
H -2.509 5.650 0.060 0.14 0.08 -0.07
H -3.868 5.167 1.044 -0.12 -0.04 0.16
H -3.460 4.236 -0.392 -0.08 -0.03 0.00
O 1.324 -1.268 1.868 -0.42 -0.42 -0.12
C 2.310 -2.172 2.044 0.83 -0.84 0.17
C 3.206 -1.726 3.180 -0.78 0.82 -0.93
C 4.131 -2.438 3.896 1.09 -0.08 1.06
C 4.659 -1.690 4.959 0.24 -1.05 -0.36
C 4.167 -0.417 5.006 -0.55 0.51 -0.65
S 3.021 -0.116 3.763 0.29 0.17 0.19
C 3.256 -2.287 0.874 0.10 -0.33 0.80
C 3.465 -1.327 -0.078 0.41 0.61 -0.55
C 4.468 -1.677 -0.996 -0.47 0.53 0.13
C 5.032 -2.887 -0.712 -0.08 -0.50 0.68
S 4.329 -3.628 0.665 0.11 -0.05 -0.28
C 1.635 -3.485 2.393 -0.28 0.27 0.43
C 0.942 -4.302 1.540 0.11 -0.02 -0.16
C 0.420 -5.438 2.181 -0.09 0.00 0.15
C 0.674 -5.444 3.523 0.13 0.37 -0.04
S 1.546 -4.060 4.027 -0.12 -0.20 -0.38
H 4.406 -3.453 3.689 0.06 -0.25 -0.07
H 5.369 -2.087 5.660 0.18 -0.03 0.18
H 4.411 0.354 5.710 0.04 0.17 0.22
H 2.910 -0.404 -0.099 -0.08 0.12 -0.06
H 4.760 -1.059 -1.825 0.10 0.10 -0.18
H 5.839 -3.375 -1.222 0.16 -0.16 -0.19
H 0.841 -4.099 0.490 -0.07 0.14 -0.18
H -0.117 -6.219 1.674 -0.07 -0.15 -0.06
H 0.415 -6.199 4.239 -0.07 -0.16 0.16
```
Forces are in eV/Å.

HOMO-LUMO gap (spin up / spin down), hartree: 0.251 / 0.140
Total charge: +2
Relative energy (zero: lowest compared OMol25 entry of this formula, charge and spin), kcal/mol: 52.82
Expectation value of S²: 6.055
2S+1: 5
E_LUMO (spin up / spin down), eV: -5.0 / -9.1

Results of the Mulliken charge analysis, in e, for atoms 1 through 4: 0.34 -1.65 1.18 -0.26

=====

Number 1: total energy -5868.22818 hartree. Number 2: total energy -8796.34906 hartree.